{"formula": "C2H2N4O2", "method": "ωB97M-V/def2-TZVPD", "elements": ["O", "N", "C", "N", "C", "O", "N", "N", "H", "H"], "positions_angstrom": [[2.5086, 0.5178, 0.0187], [1.6326, -0.4991, 0.0437], [0.4265, -0.1253, -0.0087], [-0.5264, -1.1257, -0.1273], [-1.7352, -0.7072, 0.0223], [-2.0635, 0.5263, 0.1454], [-1.0960, 1.5918, -0.1120], [0.0602, 1.2165, -0.0371], [3.3476, 0.0701, 0.1046], [-2.5545, -1.4652, -0.0497]], "forces_ev_per_angstrom": [[0.65, 0.99, 0.22], [0.05, -0.62, -0.15], [-0.54, -1.38, 0.23], [-1.08, 0.10, 0.41], [1.68, -2.95, -0.97], [-2.71, 1.89, 0.32], [1.71, -0.88, 0.84], [-0.65, 1.89, -1.13], [0.44, -0.06, 0.01], [0.44, 1.02, 0.23]], "fmax_ev_per_a": 3.53, "homo_ev": -9.270, "energy_ha": -446.757838, "charge": 0, "gap_ev": 8.616, "e_above_lowest_ev": 5.8473, "smiles": "O/N=c1/nconn1"}